Computed, not measured: a gas-phase ion, C5H4O5P (charge -1) at a distorted geometry, with ωB97M-V with the def2-TZVPD basis set.

## Properties
total energy	-24777.65254	eV
largest force on an atom	4.4	eV/A
HOMO-LUMO gap	9.04	eV
LUMO energy	3.76	eV
multiplicity	1
SMILES	CC1=CC(=O)OP([O-])OC1=O
total charge	-1

Bonds (Å) are listed after each position.
Geometry (Å):
1 P 1.98122 0.03600 -1.00478  O2 1.805, O3 1.985, O6 1.455
2 O 1.39673 1.53668 -0.19026  P1 1.805, C9 1.365
3 O 1.37042 -1.53433 0.04504  P1 1.985, C8 1.276
4 O -0.35515 -2.94470 0.28365  C8 1.204
5 O -0.16632 2.91550 0.59467  C9 1.199
6 O 3.38572 -0.00172 -0.62834  P1 1.455
7 C -1.78895 -0.11046 -0.64677  C10 1.496, H12 1.056, H13 1.116, H14 1.083
8 C 0.15408 -1.85362 0.26032  O3 1.276, O4 1.204, C10 1.790
9 C 0.28754 1.80601 0.55855  O2 1.365, O5 1.199, C11 1.506
10 C -0.82761 -0.37125 0.46937  C7 1.496, C8 1.790, C11 1.312
11 C -0.06518 0.46180 1.13803  C9 1.506, C10 1.312, H15 1.004
12 H -2.42462 -0.93963 -0.80036  C7 1.056
13 H -2.41603 0.71599 -0.23445  C7 1.116
14 H -1.22231 0.22506 -1.50637  C7 1.083
15 H 0.69045 0.05870 1.66170  C11 1.004